No. 1
22
Properties=species:S:1:pos:R:3:mulliken_charge:R:1 method="wB97M-V/def2-TZVPD" homo_energy_ev=-13.0920 e_lumo_ha=-0.14985 charge=+1 multiplicity=1 total_energy_ha=-607.8969 relative_energy_ev=6.283
C -1.34 -0.39 -1.51 -0.6036
C -2.03 0.87 0.51 -0.3159
C -2.70 -0.57 -1.72 -0.3075
C -3.33 0.35 0.27 -0.3855
C -1.01 0.50 -0.42 0.4104
C 0.32 0.96 -0.27 0.5383
C 1.54 -0.42 0.91 -0.1875
C 1.24 -1.67 0.79 0.1386
C 2.78 1.16 -0.03 -0.3483
N -3.65 -0.29 -0.83 -0.5009
N 2.52 0.52 1.09 -0.0946
O 2.01 -2.74 1.21 -0.4888
O 1.11 1.83 -0.37 -0.3469
H -0.76 -0.55 -2.34 0.5081
H -1.64 1.49 1.35 0.3998
H -3.02 -1.19 -2.56 0.4068
H -4.06 0.70 0.92 0.4393
H 0.29 -1.90 0.29 0.3340
H 3.45 2.11 0.00 0.3266
H 2.79 0.45 -0.87 0.3841
H 2.60 1.09 2.02 0.3397
H 2.89 -2.30 1.58 0.3539

=====

No. 2
24
Properties=species:S:1:pos:R:3:mulliken_charge:R:1 method="wB97M-V/def2-TZVPD" homo_energy_ev=-13.8439 e_lumo_ha=-0.21561 charge=+1 multiplicity=1 total_energy_ha=-758.2503 relative_energy_ev=0.000
C -2.09 1.42 -0.01 -0.5910
C -2.13 -1.02 0.37 -0.9237
C -3.50 1.44 -0.21 -0.6712
C -3.48 -0.87 0.38 -0.3129
C -1.42 0.20 0.04 0.2664
C -4.15 0.26 -0.10 0.3899
C -0.05 0.18 -0.19 0.8892
C 2.78 0.14 0.31 -0.9008
C 2.06 -0.68 -0.75 -0.3739
N 0.77 1.89 0.09 -0.1211
N -5.56 0.07 -0.28 0.8854
O 0.80 2.52 -0.89 -0.0793
O -6.28 0.98 0.10 -0.5108
O -5.99 -0.97 -0.71 -0.4962
O 0.70 -0.76 -0.48 -0.2976
H -1.46 2.26 -0.13 0.5259
H -1.58 -1.91 0.56 0.4920
H -4.08 2.30 -0.49 0.4821
H -4.15 -1.58 0.66 0.5533
H 2.44 -0.30 1.34 0.3129
H 3.86 0.11 0.01 0.3763
H 2.44 1.23 0.41 0.3955
H 2.21 -1.79 -0.95 0.3172
H 2.07 -0.27 -1.70 0.3924

=====

No. 3
21
Properties=species:S:1:pos:R:3:mulliken_charge:R:1 method="wB97M-V/def2-TZVPD" homo_energy_ev="-8.1906 / -8.1806" e_lumo_ha="-0.01034 / -0.03508" multiplicity=1 total_energy_ha=-512.3471 relative_energy_ev=8.372
C -1.54 -0.60 3.21 -0.5539
C -0.21 -0.85 2.92 -0.2784
C -2.36 -0.21 2.21 -0.4840
C 0.35 -0.43 1.69 -0.3790
C -1.87 0.19 0.95 -0.2053
C -0.52 0.00 0.71 0.2894
C 2.36 0.52 -2.44 -0.5925
C 0.90 0.63 -3.24 -0.1406
C 1.35 -0.57 -2.65 -0.1361
N -0.18 1.35 -2.46 -0.7778
N -0.39 1.14 -1.31 0.3417
N 0.09 0.34 -0.51 0.0765
H -1.86 -0.86 4.16 0.4127
H 0.50 -1.25 3.78 0.2191
H -3.34 0.02 2.38 0.4073
H 1.41 -0.67 1.46 0.3096
H -2.53 0.66 0.14 0.2927
H 3.46 0.31 -2.69 0.2406
H 2.38 0.92 -1.47 0.2014
H 1.09 0.94 -4.28 0.3931
H 0.90 -1.58 -2.58 0.3635